Record 1
{
  "formula": "C33H25Cl10N4O2",
  "method": "the ωB97M-V functional and the def2-TZVPD basis",
  "homo_lumo_gap_ev": 6.898,
  "homo_ev": -10.86,
  "charge": 1,
  "elements": ["O", "N", "O", "C", "N", "C", "N", "N", "C", "H", "H", "H", "H", "H", "Cl", "C", "C", "Cl", "C", "C", "C", "C", "H", "H", "H", "H", "Cl", "C", "C", "Cl", "C", "C", "C", "C", "H", "H", "H", "H", "Cl", "C", "C", "Cl", "C", "C", "C", "C", "H", "H", "H", "H", "Cl", "C", "C", "Cl", "C", "C", "C", "C", "H", "H", "H", "H", "Cl", "C", "C", "Cl", "C", "C", "C", "C", "H", "H", "H", "H"],
  "xyz": [[-2.308, 1.915, 1.085], [-2.448, 1.560, 0.002], [-2.160, 0.120, -0.101], [-1.152, -0.115, -1.033], [0.078, 0.595, -0.641], [0.878, 0.272, 0.419], [1.872, 1.103, 0.520], [1.683, 1.957, -0.499], [0.620, 1.668, -1.217], [-1.009, -1.194, -1.022], [-1.431, 0.232, -2.028], [0.704, -0.559, 1.080], [2.301, 2.741, -0.677], [0.236, 2.163, -2.092], [-7.479, -3.455, -1.434], [-6.965, -2.354, -0.207], [-7.844, -1.882, 0.759], [-9.495, -2.379, 0.789], [-7.396, -0.993, 1.727], [-6.075, -0.578, 1.734], [-5.197, -1.055, 0.770], [-5.642, -1.940, -0.197], [-8.086, -0.628, 2.475], [-5.734, 0.115, 2.491], [-4.163, -0.745, 0.768], [-4.961, -2.314, -0.951], [-1.421, -5.763, -2.088], [-2.491, -5.615, -0.738], [-2.557, -4.448, 0.007], [-1.575, -3.068, -0.406], [-3.412, -4.348, 1.091], [-4.211, -5.424, 1.434], [-4.153, -6.595, 0.690], [-3.295, -6.690, -0.392], [-3.455, -3.432, 1.664], [-4.880, -5.348, 2.280], [-4.778, -7.436, 0.953], [-3.246, -7.601, -0.972], [-4.726, -0.953, -5.957], [-4.575, -2.676, -5.979], [-4.062, -3.370, -4.894], [-3.559, -2.539, -3.457], [-3.944, -4.750, -4.941], [-4.343, -5.438, -6.074], [-4.862, -4.746, -7.160], [-4.977, -3.368, -7.112], [-3.541, -5.283, -4.091], [-4.249, -6.515, -6.108], [-5.177, -5.280, -8.045], [-5.379, -2.824, -7.955], [4.973, 3.283, -1.275], [5.082, 4.289, 0.141], [6.012, 5.313, 0.206], [7.082, 5.639, -1.107], [6.092, 6.099, 1.347], [5.248, 5.861, 2.417], [4.316, 4.836, 2.351], [4.235, 4.052, 1.215], [6.821, 6.895, 1.396], [5.322, 6.474, 3.303], [3.658, 4.643, 3.187], [3.516, 3.244, 1.174], [7.563, 3.033, 2.617], [8.564, 4.085, 3.561], [8.068, 4.749, 4.674], [6.423, 4.550, 5.173], [8.892, 5.591, 5.405], [10.212, 5.766, 5.028], [10.711, 5.098, 3.918], [9.888, 4.259, 3.186], [8.499, 6.108, 6.269], [10.851, 6.424, 5.600], [11.742, 5.230, 3.621], [10.271, 3.738, 2.321]]
}

=====

Record 2
{
  "formula": "C33H25ClCrN4O4S3",
  "method": "the ωB97M-V functional and the def2-TZVPD basis",
  "homo_lumo_gap_ev": [5.867, 5.750],
  "homo_ev": [-3.51, -3.56],
  "spin_multiplicity": 4,
  "charge": -1,
  "elements": ["Cr", "C", "C", "C", "C", "N", "C", "C", "C", "C", "C", "C", "N", "H", "H", "H", "H", "H", "H", "H", "H", "O", "S", "O", "N", "C", "C", "C", "C", "C", "C", "C", "C", "N", "C", "C", "C", "C", "C", "C", "C", "H", "H", "H", "H", "H", "H", "H", "H", "H", "H", "H", "S", "C", "C", "C", "C", "C", "C", "S", "H", "H", "H", "H", "Cl", "C", "C", "O", "O", "H", "H"],
  "xyz": [[-0.827, -0.021, -0.116], [-2.051, 2.824, 3.054], [-2.090, 4.032, 2.375], [-1.786, 4.063, 1.029], [-1.449, 2.879, 0.386], [-1.398, 1.728, 1.054], [-1.693, 1.693, 2.348], [-1.112, 2.785, -1.052], [-1.185, 3.864, -1.914], [-0.860, 3.680, -3.246], [-0.468, 2.427, -3.679], [-0.421, 1.394, -2.760], [-0.732, 1.575, -1.478], [-2.277, 2.753, 4.109], [-2.353, 4.946, 2.892], [-1.812, 4.997, 0.487], [-1.634, 0.722, 2.824], [-1.507, 4.833, -1.562], [-0.917, 4.511, -3.937], [-0.210, 2.232, -4.710], [-0.126, 0.395, -3.042], [1.743, 2.077, 2.564], [1.802, 1.460, 1.259], [1.504, 2.282, 0.116], [0.859, 0.157, 1.170], [0.927, -0.798, 2.177], [1.872, -0.923, 3.178], [1.819, -1.996, 4.090], [0.842, -2.949, 4.041], [-0.163, -2.843, 3.054], [-1.231, -3.758, 2.911], [-2.168, -3.569, 1.938], [-2.069, -2.451, 1.092], [-1.087, -1.588, 1.208], [-0.122, -1.767, 2.150], [3.479, 0.890, 1.059], [3.784, 0.021, 0.022], [5.099, -0.387, -0.149], [6.093, 0.077, 0.703], [5.776, 0.953, 1.733], [4.462, 1.361, 1.916], [2.666, -0.202, 3.284], [2.591, -2.054, 4.848], [0.820, -3.773, 4.743], [-1.287, -4.607, 3.583], [-2.992, -4.255, 1.800], [-2.787, -2.252, 0.308], [2.996, -0.345, -0.628], [5.343, -1.075, -0.948], [7.118, -0.246, 0.566], [6.549, 1.315, 2.399], [4.188, 2.035, 2.717], [0.810, -1.385, -1.256], [0.377, -2.054, -2.827], [1.406, -2.579, -3.613], [1.154, -3.131, -4.859], [-0.152, -3.152, -5.337], [-1.177, -2.628, -4.567], [-0.947, -2.073, -3.298], [-2.224, -1.408, -2.324], [2.420, -2.551, -3.227], [1.968, -3.535, -5.448], [-0.373, -3.576, -6.311], [-2.195, -2.642, -4.937], [-5.595, -1.202, 0.560], [-5.210, 0.012, -0.705], [-3.863, 0.712, -0.516], [-3.803, 1.881, -0.900], [-2.933, -0.003, -0.032], [-6.013, 0.741, -0.716], [-5.169, -0.524, -1.652]]
}

=====

Record 3
{
  "formula": "C33H25ClFN5O7S2Sn",
  "method": "the ωB97M-V functional and the def2-TZVPD basis",
  "homo_lumo_gap_ev": [5.757, 4.463],
  "homo_ev": [-13.86, -13.86],
  "charge": 2,
  "elements": ["Sn", "O", "C", "O", "C", "C", "Cl", "N", "N", "C", "C", "O", "O", "C", "C", "C", "C", "C", "C", "H", "H", "H", "H", "H", "H", "C", "C", "C", "C", "C", "C", "C", "F", "C", "C", "C", "O", "C", "C", "N", "C", "C", "O", "O", "H", "H", "H", "H", "H", "H", "H", "H", "H", "H", "H", "C", "C", "N", "C", "C", "S", "C", "C", "S", "C", "N", "C", "H", "H", "H", "H", "H", "H", "H", "H"],
  "xyz": [[-0.604, -0.014, -0.400], [-3.652, -3.212, 3.919], [-3.544, -1.968, 4.364], [-3.958, -1.637, 5.438], [-2.856, -0.963, 3.479], [-2.580, 0.340, 3.877], [-2.889, 1.072, 5.365], [-1.916, 0.965, 2.872], [-1.740, 0.128, 1.839], [-2.313, -1.016, 2.177], [-2.249, -2.075, 1.128], [-2.351, -3.264, 1.423], [-2.040, -1.641, -0.055], [-1.462, 2.320, 2.756], [-2.265, 3.378, 3.154], [-1.801, 4.674, 2.989], [-0.558, 4.914, 2.423], [0.231, 3.846, 2.021], [-0.217, 2.547, 2.189], [-3.221, -3.343, 3.044], [-3.250, 3.207, 3.557], [-2.426, 5.501, 3.296], [-0.208, 5.929, 2.293], [1.203, 4.025, 1.581], [0.425, 1.714, 1.920], [6.432, 4.296, -0.792], [6.245, 3.165, -1.796], [7.460, 2.265, -1.951], [7.759, 1.530, -0.653], [6.531, 0.838, -0.128], [6.645, -0.230, 0.738], [5.510, -0.871, 1.222], [5.662, -1.906, 2.052], [4.249, -0.481, 0.864], [4.105, 0.593, -0.017], [2.757, 1.022, -0.385], [1.755, 0.538, 0.177], [2.716, 2.017, -1.410], [3.874, 2.676, -1.806], [5.075, 2.336, -1.387], [5.240, 1.255, -0.509], [1.400, 2.376, -2.023], [1.351, 3.638, -1.947], [0.577, 1.555, -2.389], [7.303, 4.888, -1.070], [6.583, 3.916, 0.218], [5.565, 4.955, -0.782], [5.982, 3.581, -2.769], [8.309, 2.879, -2.250], [7.278, 1.547, -2.754], [8.132, 2.225, 0.104], [8.548, 0.795, -0.809], [7.620, -0.588, 1.042], [3.372, -0.992, 1.231], [3.818, 3.505, -2.499], [1.116, -0.854, 3.127], [0.909, -1.999, 2.210], [0.645, -1.919, 0.945], [0.520, -3.167, 0.377], [0.690, -4.229, 1.278], [1.018, -3.653, 2.808], [0.198, -3.279, -0.988], [-0.056, -4.461, -1.685], [-0.490, -4.122, -3.266], [-0.316, -2.405, -2.956], [0.057, -2.138, -1.741], [-0.639, -1.404, -4.001], [1.066, 0.079, 2.569], [2.090, -0.934, 3.615], [0.360, -0.858, 3.915], [0.624, -5.285, 1.071], [-0.012, -5.471, -1.312], [-0.549, -1.823, -5.001], [0.008, -0.538, -3.899], [-1.674, -1.074, -3.870]]
}

=====

Table of electronic energy (Ha), in record order: -6243.6177; -4491.9761; -3643.2586